No. 1
Entry from the Open Molecules 2025 dataset: 2 unconnected molecules or ions with the total composition CH2S3 in a non-equilibrium geometry (wB97M-V/def2-TZVPD).

Summary:
total charge = 0
strongest force on any atom = 2.12 eV/A
LUMO level = -0.22 eV

Each line ends with the natural charge from an NBO analysis.
CARTESIAN COORDINATES (ANGSTROEM)
C  2.900  0.006  3.454  -0.3757
S  1.967  0.227  4.665  0.1903
S  0.165  -0.498  -0.609  -0.3020
H  0.860  -0.602  -1.856  0.1593
H  0.798  -1.608  -0.191  0.1429
S  4.115  -0.117  2.503  0.1852

=====

No. 2
Entry from the Open Molecules 2025 dataset: 4 unconnected molecules or ions with the total composition CH12NO3 in a non-equilibrium geometry (wB97M-V/def2-TZVPD).

Summary:
total charge = +1
strongest force on any atom = 2.19 eV/A
LUMO level = -3.66 eV

Each line ends with the natural charge from an NBO analysis.
CARTESIAN COORDINATES (ANGSTROEM)
H  -0.772  -2.895  3.639  0.4572
H  -2.215  0.660  -2.348  0.4644
N  0.378  -0.515  0.250  -0.6851
O  -0.349  -3.729  3.405  -0.9385
O  -0.561  2.584  -1.360  -0.9482
O  -1.405  0.509  -2.858  -0.9437
H  2.453  -0.209  -0.284  0.2464
H  -1.512  1.300  -3.408  0.4827
H  -0.317  -0.174  -0.420  0.4686
H  -0.869  3.309  -0.789  0.4763
H  1.772  0.895  1.038  0.2435
H  0.252  3.081  -1.601  0.4745
H  -0.364  -4.188  4.254  0.4816
H  1.314  0.969  -0.802  0.2530
H  0.527  -1.490  -0.054  0.4531
C  1.581  0.373  0.094  -0.4365
H  0.085  -0.483  1.244  0.4507

=====

No. 3
Entry from the Open Molecules 2025 dataset: a molecular structure, C18H18N2O5S in a non-equilibrium geometry (wB97M-V/def2-TZVPD).

Summary:
total charge = 0
strongest force on any atom = 16.08 eV/A
LUMO level = -1.39 eV

Each line ends with the natural charge from an NBO analysis.
CARTESIAN COORDINATES (ANGSTROEM)
C  -1.544  1.751  0.952  0.6799
C  2.120  -0.919  1.500  -0.3725
H  3.244  1.091  1.536  0.2358
C  6.260  -2.489  -0.342  -0.4384
H  4.991  -4.168  -1.538  0.1974
C  -4.375  0.908  -1.031  -0.2956
H  3.292  -3.366  -0.335  0.2836
H  -3.494  3.538  1.161  0.2517
H  1.134  2.553  1.317  0.2209
C  -6.097  2.543  -0.599  0.1791
H  -4.150  -0.027  -1.313  0.2181
C  -4.046  3.109  0.399  -0.2391
H  -1.185  -1.022  0.919  0.1835
S  3.593  -1.552  1.769  2.2962
O  3.170  -3.123  1.643  -0.9903
O  -6.625  0.661  -2.224  -0.4888
H  6.043  -0.332  -0.650  0.2139
N  -2.549  1.146  0.115  -0.6040
C  -0.292  0.816  0.987  -0.0964
H  6.017  -1.015  1.073  0.2240
C  3.926  -2.516  -0.934  -0.2682
O  -7.348  3.056  -1.239  -0.5262
H  -5.676  4.235  0.498  0.2259
C  1.018  1.301  1.270  -0.2122
C  -7.598  1.713  -2.225  0.2014
H  -7.852  2.165  -3.203  0.1861
C  -3.689  1.715  -0.112  0.1931
C  5.704  -1.267  -0.023  -0.2712
O  -1.520  2.756  1.504  -0.5285
H  5.425  -2.443  -2.449  0.1740
O  4.450  -1.150  2.734  -0.8766
H  7.150  -2.659  -0.965  0.2407
H  3.150  -1.845  -1.522  0.2090
N  4.209  -1.390  0.193  -0.7250
C  2.262  0.715  1.340  -0.1118
H  -8.669  1.181  -1.752  0.1681
C  -5.311  3.377  0.122  -0.2140
C  -5.625  1.440  -1.382  0.2732
H  0.741  -2.393  1.440  0.2281
C  5.208  -2.781  -1.612  -0.3469
H  -2.199  0.188  -0.084  0.4159
C  0.824  -1.454  1.335  -0.1681
H  6.221  -3.289  0.430  0.2328
C  -0.306  -0.759  1.299  -0.1586

=====

No. 4
Entry from the Open Molecules 2025 dataset: a molecular structure, C30H33AgBN8O7P2 (wB97M-V/def2-TZVPD).

Summary:
total charge = -2
strongest force on any atom = 0.65 eV/A
⟨S²⟩ = 0.7639
multiplicity = 2
LUMO level (spin up / spin down) = 4.26 / 4.24 eV

Each line ends with the Löwdin charge.
CARTESIAN COORDINATES (ANGSTROEM)
H  1.360  0.828  3.857  0.1008
H  1.782  -2.231  -3.206  0.0688
H  5.320  -2.062  -1.322  0.0842
O  -1.599  -4.934  -1.457  -0.2943
N  2.190  -1.161  -0.905  0.0831
O  0.713  -5.100  -2.467  -0.1870
C  -0.410  -1.594  2.558  -0.3399
Ag  -0.306  -1.749  -0.638  0.9241
H  -3.989  -4.251  -2.571  0.0567
C  0.570  2.886  -1.188  -0.3697
N  3.333  1.116  1.928  -0.0282
H  0.657  3.000  -3.322  0.0726
P  -2.096  -3.491  -1.984  0.1477
H  -3.424  -0.135  -4.259  0.1142
N  1.544  1.715  0.323  -0.0170
H  -0.929  2.572  -2.686  0.0490
H  -0.601  -0.899  4.673  0.0882
H  3.508  -2.426  -3.601  0.0672
C  1.391  2.956  0.851  -0.1322
C  5.621  0.946  4.675  -0.0564
O  -3.229  -3.927  -3.078  -0.1597
C  -0.052  3.199  -2.515  -0.0305
N  3.741  0.640  3.132  0.1247
C  -3.097  1.066  -2.520  -0.2082
H  -5.206  1.312  -5.186  0.0893
C  -3.407  1.474  2.786  -0.1156
C  -2.195  1.981  2.331  -0.0902
H  0.405  -4.260  -2.882  0.0251
C  -1.666  -0.060  -0.783  -0.1105
H  -0.924  -3.473  1.700  0.0558
C  -2.040  0.148  -2.036  -0.1091
C  -1.615  1.484  1.174  -0.0458
C  5.244  2.133  2.367  -0.0446
C  -1.353  -2.743  2.388  -0.0281
C  0.775  3.748  -0.090  -0.0516
C  -3.726  0.764  -3.734  -0.0382
O  -2.770  -2.759  -0.873  -0.3224
H  2.664  -3.637  -2.618  0.0647
C  -2.244  0.477  0.436  -0.2529
H  4.941  0.502  5.403  0.0685
H  -0.353  4.246  -2.559  0.0677
H  -2.998  2.508  -0.932  0.1077
N  1.130  -0.179  2.010  0.0203
H  -4.773  3.947  -1.841  0.0920
H  6.429  0.234  4.491  0.0671
C  4.377  -1.647  -0.998  -0.0373
H  -4.965  0.041  2.425  0.0908
B  2.177  0.493  1.088  -0.6150
C  -4.488  3.047  -2.374  -0.0993
O  0.382  -3.915  -0.222  -0.3919
H  -1.590  -0.459  -2.819  0.0852
C  -0.144  -0.812  3.699  -0.0366
H  -3.920  -0.843  0.343  0.1072
H  6.061  1.850  5.101  0.0628
O  0.138  -6.492  -0.426  -0.3294
N  1.044  1.676  -0.931  0.1358
C  -4.031  0.458  2.067  -0.0951
H  -1.689  2.761  2.889  0.0961
N  0.355  -1.194  1.551  0.0743
H  -2.300  -2.412  1.959  0.0596
C  3.106  -1.807  -1.596  -0.3550
H  -0.668  1.881  0.822  0.0728
O  -0.986  -2.824  -2.763  -0.3685
C  -3.457  -0.040  0.908  -0.0410
C  2.749  -2.570  -2.829  -0.0369
N  2.824  -0.563  0.142  0.0196
P  -0.002  -5.145  -1.011  0.1816
C  4.880  1.252  3.410  -0.3760
C  -4.727  1.575  -4.249  -0.1093
C  4.236  2.000  1.443  -0.1112
H  -1.549  -3.218  3.349  0.0697
C  -5.118  2.723  -3.571  -0.1283
H  0.483  4.784  0.010  0.0871
C  -3.490  2.233  -1.856  -0.0386
C  0.836  0.068  3.303  -0.0988
H  -5.899  3.360  -3.970  0.0832
H  -3.856  1.863  3.693  0.0833
H  1.721  3.183  1.854  0.1188
H  4.096  2.465  0.479  0.1269
H  6.118  2.763  2.302  0.0855
C  4.148  -0.850  0.096  -0.0856
H  4.832  -0.499  0.856  0.1064

=====

No. 5
Entry from the Open Molecules 2025 dataset: a single C5H8N2 molecule (wB97M-V/def2-TZVPD).

Summary:
total charge = 0
strongest force on any atom = 0.63 eV/A
LUMO level (spin up / spin down) = 0.72 / 0.72 eV

Each line ends with the natural charge from an NBO analysis.
CARTESIAN COORDINATES (ANGSTROEM)
H  -1.170  0.172  2.390  0.2148
C  -0.220  0.545  -0.736  -0.4255
N  0.907  -0.132  -0.026  -0.2394
H  2.353  1.303  -0.142  0.2305
H  2.987  -0.373  0.165  0.2136
C  -1.317  0.138  0.091  -0.1266
C  2.271  0.252  -0.376  -0.3983
H  0.873  -1.139  -0.200  0.3810
H  -0.213  0.352  -1.806  0.1884
H  -3.286  -0.541  0.611  0.1967
C  -2.577  -0.278  -0.165  -0.5045
H  -2.908  -0.397  -1.192  0.1993
N  0.601  -0.064  1.412  -0.2757
C  -0.675  0.090  1.424  0.1294
H  2.375  0.074  -1.450  0.2161

=====

No. 6
Entry from the Open Molecules 2025 dataset: a molecular structure, C2H4N2O3 in a non-equilibrium geometry (wB97M-V/def2-TZVPD).

Summary:
total charge = 0
strongest force on any atom = 4.19 eV/A
LUMO level = -0.12 eV

Each line ends with the natural charge from an NBO analysis.
CARTESIAN COORDINATES (ANGSTROEM)
H  -2.155  0.090  -1.122  0.4984
C  0.486  -0.640  0.293  0.2530
H  1.706  -0.398  -1.293  0.4207
O  -0.205  1.737  0.207  -0.6938
O  -1.465  0.006  1.106  -0.5333
O  -1.230  0.364  -1.196  -0.7001
C  -0.736  0.480  0.066  0.7828
N  1.591  -0.876  -0.415  -0.7938
H  -0.172  1.923  1.156  0.4935
H  2.234  -1.603  -0.141  0.4019
N  -0.055  -1.083  1.339  -0.1294

=====

Which energy above the lowest of the compared OMol25 structures with the same formula, charge and spin belongs to each record? In order, 5.8, 44.5, 376.5, 0.0, 96.5, 102.3 kcal/mol.